This record from the OMol25 dataset describes a structure of composition C42H121N9O14. The level of theory is wB97M-V/def2-TZVPD.

The charge is 0. The calculation puts the HOMO-LUMO gap at 8.6 eV. The calculation puts the electronic energy at -3218.52671 a.u. The HOMO energy is -8.367 eV.

```
186
Properties=species:S:1:pos:R:3:forces:R:3
O -2.572832 -3.434733 -1.294449 -0.37 -0.09 0.27
H -2.534424 -4.185174 -1.897828 0.12 0.05 0.01
H -3.005442 -3.800455 -0.494679 0.55 -0.01 -0.30
O -1.861190 3.187179 -2.593500 0.42 -0.32 0.25
H -1.302966 2.822174 -1.875060 -0.45 0.04 -0.43
H -2.575882 2.545860 -2.688131 0.19 -0.10 -0.04
C -4.697453 3.440409 2.370598 1.13 -0.39 -0.44
C -5.932046 3.161646 1.534283 0.01 1.24 0.08
C -6.484002 1.768729 1.790301 -0.60 0.53 1.07
O -5.467843 0.808195 1.751833 -0.03 -0.37 -0.44
C -5.953044 -0.527165 1.652847 0.27 0.91 -0.80
N -6.902077 4.249741 1.765311 0.08 -0.59 -0.48
H -3.949184 2.710075 2.044505 0.01 -0.02 0.40
H -4.802720 3.358033 3.454893 -0.42 -0.24 -0.05
H -4.224424 4.407249 2.186187 -0.45 0.18 -0.25
H -5.667640 3.245464 0.471210 0.21 -0.19 0.13
H -7.318238 1.580369 1.096601 0.25 -0.26 -0.12
H -6.919669 1.785035 2.808932 -0.07 -0.07 -0.16
H -6.500972 -0.647014 0.706439 -0.19 -0.01 0.18
H -6.604238 -0.784717 2.492945 0.13 -0.14 0.08
H -5.071313 -1.156658 1.572422 -0.60 0.82 0.29
H -7.826250 3.984872 1.442709 -0.03 0.21 0.24
H -6.916269 4.564244 2.723874 -0.20 -0.21 0.11
C 1.232944 -1.109792 0.771043 0.69 0.66 0.41
C -0.025770 -0.516777 0.177980 -0.30 -1.87 -1.54
C 0.132606 0.972482 -0.064700 0.37 -0.10 1.28
O -1.041310 1.607717 -0.526252 0.90 -0.27 -0.35
C -2.030696 1.397720 0.433415 -0.71 0.13 0.32
N -0.254976 -1.228362 -1.137460 -0.14 1.08 0.36
H 1.276079 -2.189261 0.659415 -0.12 -0.05 -0.01
H 1.391078 -0.846089 1.823207 -0.24 -0.09 0.01
H 2.093892 -0.679548 0.247707 0.03 -0.25 -0.15
H -0.899206 -0.798662 0.779905 0.44 0.57 0.44
H 0.986506 1.180262 -0.710928 -0.31 -0.06 -0.35
H 0.399627 1.392169 0.927475 -0.04 0.17 -0.22
H -2.895493 2.009686 0.198313 -0.05 0.07 -0.07
H -1.618514 1.679786 1.406959 -0.29 0.02 0.19
H -2.315286 0.345703 0.462418 -0.35 0.16 0.03
H -0.756762 -0.574696 -1.742837 -0.15 -0.30 0.05
H -0.876453 -2.023508 -1.000982 0.10 0.06 -0.12
C 6.455088 0.510709 0.228284 0.93 3.28 -4.86
C 5.845565 0.741469 -1.153295 0.32 0.31 0.49
C 6.012716 -0.525658 -1.964936 -0.42 0.23 0.11
O 7.369522 -0.857477 -1.985784 0.30 -0.05 -0.20
C 7.621004 -1.924520 -2.857462 -0.06 -0.20 -0.70
N 4.405880 1.079877 -1.092121 0.36 -0.08 0.20
H 7.548399 0.537850 0.163896 -0.14 -1.22 -0.19
H 6.061638 -0.389251 0.701111 -0.23 -1.75 -11.29
H 6.339284 1.356561 0.923421 -1.00 -0.73 -1.43
H 6.433816 1.531526 -1.627563 -0.42 0.18 -0.28
H 5.639090 -0.396593 -2.985456 -0.13 0.00 0.00
H 5.415603 -1.312427 -1.473147 0.02 -0.15 -0.17
H 8.696986 -2.052293 -2.949600 0.02 -0.22 0.36
H 7.269582 -1.736227 -3.887139 -0.13 0.26 0.22
H 7.104968 -2.837503 -2.536006 0.28 -0.06 0.15
H 4.294716 1.980330 -0.631347 0.13 -0.12 -0.14
H 4.007992 0.406164 -0.431665 -0.07 0.20 -0.12
C 1.239606 -5.484448 2.615595 -0.93 1.10 -0.60
C 0.819629 -6.463105 3.681420 -0.02 0.52 -0.41
C 1.546720 -6.191813 4.982582 -0.69 0.61 -0.21
O 2.876343 -6.600239 4.895891 -0.24 -0.51 -0.76
C 3.520207 -6.388156 6.095737 0.63 -0.19 1.04
N -0.621824 -6.268112 3.966270 -0.58 -1.73 -0.10
H 0.973917 -4.455265 2.907582 0.22 -0.20 0.39
H 0.571376 -5.611132 1.753795 0.52 -0.32 -0.27
H 2.284980 -5.463321 2.324925 0.05 -0.40 0.01
H 1.011693 -7.477940 3.320446 0.18 -0.06 0.17
H 1.008462 -6.641031 5.830181 0.22 -0.28 -0.06
H 1.473411 -5.100127 5.138860 0.11 -0.11 0.13
H 4.438337 -6.970838 6.160626 0.06 -0.02 -0.35
H 2.889108 -6.739709 6.919917 0.03 0.24 0.19
H 3.781978 -5.337418 6.225408 -0.09 0.20 0.20
H -0.902310 -7.233119 4.188660 -0.19 0.51 0.83
H -1.199827 -6.201729 3.123852 0.70 0.68 -0.27
C 0.733805 1.252550 -3.883289 -0.51 -0.23 -0.89
C 1.939788 0.335755 -4.032231 0.26 -0.14 1.15
C 3.151959 1.121472 -4.472445 0.11 0.24 0.00
O 3.054396 1.312478 -5.865079 -0.15 -0.18 0.18
C 4.090487 2.122984 -6.349468 -0.40 -0.06 -0.12
N 2.226376 -0.314463 -2.712776 0.01 0.38 -1.08
H -0.218844 0.716542 -3.842488 0.14 -0.19 0.19
H 0.616998 1.891164 -4.763648 0.17 0.25 0.23
H 0.818931 1.838730 -2.969546 0.14 0.23 -0.10
H 1.828461 -0.445250 -4.788761 -0.41 0.12 -0.05
H 4.091946 0.602876 -4.243423 -0.10 -0.13 0.08
H 3.184337 2.096519 -3.958415 0.01 -0.05 0.02
H 5.059075 1.788545 -5.966698 0.12 0.01 -0.14
H 3.920901 3.162234 -6.050378 0.16 0.11 -0.07
H 4.026664 2.018078 -7.428576 0.36 0.25 -0.12
H 2.844794 0.329954 -2.208305 -0.33 -0.41 0.13
H 1.327234 -0.445689 -2.246489 0.53 -0.08 0.25
C -4.459192 -1.477237 -5.192175 -0.07 -1.18 -0.22
C -2.940742 -1.665771 -5.103827 -1.14 0.24 0.37
C -2.301044 -0.900389 -6.237558 0.41 0.56 0.00
O -0.929515 -0.785904 -5.956982 0.45 -0.36 -0.12
C -0.205090 0.000709 -6.873603 -0.73 0.94 0.36
N -2.442202 -1.148984 -3.807862 0.37 -0.20 -0.88
H -4.811476 -0.449867 -5.168864 0.22 0.12 0.12
H -4.930588 -2.060417 -4.395001 -0.05 0.29 0.12
H -4.811034 -1.961387 -6.113863 -0.03 0.27 -0.01
H -2.772018 -2.745498 -5.213409 0.33 0.08 -0.04
H -2.782675 0.091407 -6.287203 0.20 0.05 0.03
H -2.409558 -1.357102 -7.229281 -0.34 -0.26 0.15
H -0.584260 -0.107656 -7.895263 0.31 -0.36 -0.07
H 0.852311 -0.202106 -6.757504 0.07 -0.22 -0.25
H -0.365985 1.058448 -6.612596 0.12 -0.02 -0.15
H -2.582693 -1.868155 -3.103501 0.05 0.14 0.06
H -1.435196 -1.066073 -3.975712 -0.18 -0.10 0.49
C 7.567913 1.443560 2.834506 0.69 0.17 -0.06
C 6.476153 0.458651 3.238422 0.95 -0.92 -0.61
C 5.120394 1.131232 3.316612 0.16 0.25 1.69
O 4.739342 1.490912 2.022461 -0.34 -0.53 -0.11
C 3.688915 2.387202 2.015814 -1.07 0.52 0.91
N 6.447346 -0.631104 2.216537 0.66 -1.33 5.93
H 7.817470 2.203004 3.579001 -0.65 0.19 0.01
H 7.308335 1.873258 1.864148 0.74 0.59 0.88
H 8.524808 0.924009 2.731181 -0.23 -0.27 -0.29
H 6.879020 0.005581 4.144179 -0.84 0.12 0.52
H 5.191785 2.022955 3.968960 0.03 0.03 -0.26
H 4.348318 0.512169 3.805585 0.12 -0.20 -0.31
H 4.041891 3.320560 2.462227 -0.30 0.34 -0.31
H 2.840940 2.043992 2.634199 0.17 -0.08 0.08
H 3.246807 2.517011 1.032818 0.43 0.19 -0.22
H 6.092552 -0.190441 1.371350 -0.14 1.41 9.90
H 5.781368 -1.330692 2.521751 -0.10 -0.29 0.25
C -3.315495 6.076536 -0.347524 1.18 0.04 0.45
C -3.111547 6.419585 -1.823968 -1.04 -0.49 0.58
C -1.657837 6.639527 -2.185001 -0.85 -0.28 -0.92
O -1.206285 7.799488 -1.544917 -0.04 -0.06 -0.16
C 0.185600 7.893860 -1.508133 0.52 0.31 0.45
N -3.682865 5.371450 -2.688124 0.45 -0.21 -0.43
H -2.578746 6.628177 0.251280 -0.21 0.10 -0.02
H -3.058604 5.019893 -0.206464 -0.21 -0.01 0.04
H -4.288953 6.289996 0.091921 -0.20 -0.08 -0.38
H -3.644746 7.354913 -2.029896 0.19 0.05 -0.04
H -1.705185 6.751353 -3.282603 0.51 0.23 0.07
H -1.025634 5.761019 -2.004429 -0.07 0.02 0.41
H 0.599773 7.303258 -0.679001 0.00 -0.07 -0.07
H 0.418986 8.942242 -1.323536 0.13 -0.01 -0.03
H 0.689057 7.576310 -2.426546 -0.21 0.02 -0.14
H -4.347314 4.816612 -2.159826 -0.15 0.24 0.02
H -2.945990 4.687950 -2.913194 -0.38 0.59 0.16
C -3.914281 -2.799350 2.098924 -0.69 -0.83 -0.34
C -3.669812 -4.278309 2.343177 1.92 -0.14 -0.05
C -4.527550 -4.912757 3.400275 -0.34 0.40 -0.23
O -5.838790 -4.889040 2.919831 -1.11 -0.07 0.34
C -6.826195 -5.027074 3.939874 -0.26 0.51 -0.70
N -3.594272 -5.023909 1.082715 -0.35 0.16 -0.41
H -4.898510 -2.631008 1.645595 0.34 -0.89 0.34
H -3.209431 -2.396824 1.369007 0.28 0.05 0.29
H -3.896343 -2.261243 3.045952 0.15 0.17 -0.11
H -2.644719 -4.350740 2.743742 -0.11 0.08 0.09
H -4.427625 -4.331395 4.323992 0.00 -0.11 0.13
H -4.222024 -5.950566 3.576941 0.17 -0.02 0.17
H -6.990619 -4.070340 4.458397 0.46 -0.24 0.28
H -6.583713 -5.845164 4.621574 -0.08 0.09 0.08
H -7.783604 -5.200730 3.442176 0.19 -0.38 -0.02
H -4.389209 -4.851646 0.470465 -0.26 -0.08 0.45
H -3.591261 -6.021209 1.266332 0.07 0.02 -0.11
C 2.818340 -3.850146 -2.739076 0.59 0.40 -0.75
C 1.326270 -3.785190 -3.074693 0.62 -0.67 0.74
O 1.092244 -2.821311 -4.059952 -0.19 0.70 -0.09
H 3.201742 -4.654607 -2.109330 -0.52 -0.19 0.04
H 3.165465 -2.907815 -2.304491 -0.26 0.02 0.06
H 3.334366 -3.914529 -3.706937 0.08 -0.14 0.18
H 0.764866 -3.606411 -2.149219 -0.20 0.12 -0.15
H 0.994196 -4.731227 -3.505470 -0.03 -0.07 0.09
H 1.448651 -1.976547 -3.731351 -0.01 -0.39 0.04
C -0.663959 0.429723 4.380652 0.49 0.13 -1.31
C -2.102654 0.883907 4.244410 0.06 1.18 1.12
O -2.615942 1.281208 5.536337 -0.36 -0.72 -0.10
H -0.303907 0.094290 3.392265 -0.17 -0.27 0.23
H -0.544831 -0.377718 5.098465 -0.10 0.00 0.04
H 0.040632 1.236176 4.607538 -0.33 0.10 0.40
H -2.739094 0.098375 3.842541 -0.10 -0.04 0.19
H -2.239322 1.780900 3.629192 0.37 -0.37 -0.50
H -2.284452 2.153646 5.758382 0.12 0.02 -0.12
C -0.822392 4.447356 1.558958 0.41 0.49 -0.37
C 0.297881 4.185153 2.539138 -0.29 0.32 0.03
O 1.510451 4.626498 1.910184 -0.03 -0.35 0.40
H -0.890577 5.513559 1.329782 -0.02 0.04 0.33
H -1.800755 4.115710 1.899067 0.00 -0.26 -0.13
H -0.505241 4.022181 0.602132 -0.47 -0.40 0.07
H 0.344240 3.118220 2.799226 0.28 0.07 -0.20
H 0.127521 4.713423 3.484538 0.09 0.04 -0.09
H 1.888491 5.326736 2.445311 0.08 0.02 -0.01
```
Forces are in eV/Å.

Here are the Mulliken charges for atoms 1 to 8, given in e: -0.53, 0.28, 0.16, -0.65, 0.31, 0.26, -0.94, 0.86